P) A 2-piece molecular cluster, C9H16N3O overall, computed with ωB97M-V/def2-TZVPD.

```
29
Properties=species:S:1:pos:R:3
C 3.961 -0.645 -2.720
C 1.523 -0.195 -2.775
N 1.160 -1.451 -2.578
N 2.780 0.167 -2.993
N 0.569 0.731 -2.919
H 1.809 -2.208 -2.455
H 0.245 -1.627 -2.173
H 2.955 1.084 -3.368
H 0.858 1.694 -2.960
H -0.391 0.612 -2.632
H 4.462 -0.879 -3.650
H 3.653 -1.538 -2.200
H 4.632 -0.105 -2.059
C -2.101 1.658 4.232
C -1.456 -0.674 0.724
C -2.418 -1.072 1.630
C -0.770 0.518 0.864
C -2.692 -0.271 2.738
C -1.012 1.290 1.992
C -1.951 0.878 2.939
O -1.019 -1.530 -0.277
H -1.555 -2.329 -0.308
H -2.977 -1.984 1.458
H -0.115 0.869 0.076
H -3.409 -0.578 3.481
H -0.478 2.200 2.188
H -1.510 2.566 4.288
H -1.595 1.083 5.006
H -3.158 1.736 4.449
```

spin multiplicity	1
net charge	+1
molecular weight	182.2	g/mol
highest occupied orbital energy	-0.4072	Ha

natural (NBO) charges, unit e, in atom order:
1 C -0.4104
2 C 0.6766
3 N -0.7562
4 N -0.5489
5 N -0.7632
6 H 0.4225
7 H 0.4425
8 H 0.4176
9 H 0.4120
10 H 0.4336
11 H 0.2282
12 H 0.2054
13 H 0.2332
14 C -0.6327
15 C 0.2788
16 C -0.2778
17 C -0.2726
18 C -0.1702
19 C -0.1849
20 C -0.0228
21 O -0.7307
22 H 0.4906
23 H 0.2167
24 H 0.1974
25 H 0.2234
26 H 0.2171
27 H 0.2227
28 H 0.2249
29 H 0.2271



Q) An isolated ion of composition C9H16N3O and charge +1, computed with ωB97M-V/def2-TZVPD.

```
29
Properties=species:S:1:pos:R:3
C 3.280 -0.846 0.216
C 0.019 0.435 2.105
C -0.383 1.705 1.372
C 2.006 1.882 -0.370
C 0.112 0.514 0.578
C -1.942 -0.687 0.330
C -0.156 -1.293 -1.226
C -1.204 0.748 -1.642
C -0.811 -0.155 -0.491
N 1.509 0.681 0.208
N 2.251 -0.368 0.530
N 4.261 -1.610 -0.022
O 3.206 1.966 -0.581
H 0.890 0.242 2.644
H -0.855 -0.005 2.559
H -1.382 1.869 1.462
H 0.294 2.514 1.276
H 1.207 2.478 -0.808
H -2.672 -1.221 -0.390
H -2.705 0.150 0.709
H -1.654 -1.351 1.114
H 0.121 -2.019 -0.407
H -0.702 -1.959 -1.851
H 0.582 -0.890 -1.862
H -2.053 0.373 -2.095
H -0.492 0.950 -2.384
H -1.530 1.629 -1.142
H 5.033 -1.654 0.555
H 4.170 -2.186 -0.816
```

spin multiplicity	1
SMILES	CC(C)(C)C1(N(C=O)N=C=[NH2+])CC1
net charge	+1
molecular weight	182.2	g/mol
highest occupied orbital energy	-0.5053	Ha

natural (NBO) charges, unit e, in atom order:
1 C 0.6931
2 C -0.3958
3 C -0.4007
4 C 0.5227
5 C 0.1198
6 C -0.6229
7 C -0.6243
8 C -0.6136
9 C -0.0593
10 N -0.2715
11 N -0.1014
12 N -0.7042
13 O -0.5194
14 H 0.2218
15 H 0.2415
16 H 0.2397
17 H 0.2134
18 H 0.1926
19 H 0.2331
20 H 0.2215
21 H 0.2240
22 H 0.2016
23 H 0.2440
24 H 0.2013
25 H 0.2316
26 H 0.2113
27 H 0.2074
28 H 0.4464
29 H 0.4465



R) An isolated ion of composition C9H16N3O and charge +1, computed with ωB97M-V/def2-TZVPD.

```
29
Properties=species:S:1:pos:R:3
C -3.272 -0.861 0.136
C -3.465 0.561 0.629
C 0.471 1.337 -0.800
C 0.031 -0.388 1.028
C 0.498 -1.098 -1.263
C 1.988 1.279 -0.412
C 1.419 0.028 1.462
C 1.986 -1.255 -0.620
C -0.099 0.008 -0.437
N -2.256 -1.048 -0.590
N -1.636 0.103 -0.781
N 2.226 0.036 0.266
O -2.192 1.116 0.105
H -3.912 -1.627 0.353
H -4.433 1.095 0.271
H -3.462 0.517 1.659
H -0.082 2.212 -0.405
H 0.258 1.408 -1.887
H -0.363 -1.379 1.147
H -0.702 0.291 1.472
H 0.551 -0.751 -2.304
H -0.047 -1.999 -1.202
H 2.584 1.230 -1.376
H 2.391 2.121 0.074
H 1.633 0.946 1.987
H 1.835 -0.771 2.145
H 2.197 -2.104 0.086
H 2.716 -1.246 -1.446
H 3.139 0.238 0.705
```

spin multiplicity	1
SMILES	C1=NN(C23CC[NH+](CC2)CC3)OC1
net charge	+1
molecular weight	182.2	g/mol
highest occupied orbital energy	-0.4296	Ha

natural (NBO) charges, unit e, in atom order:
1 C 0.0385
2 C -0.1390
3 C -0.4747
4 C -0.5049
5 C -0.4362
6 C -0.2407
7 C -0.2313
8 C -0.2044
9 C 0.1776
10 N -0.2405
11 N 0.0050
12 N -0.3649
13 O -0.4229
14 H 0.2069
15 H 0.2176
16 H 0.1959
17 H 0.2709
18 H 0.2524
19 H 0.2503
20 H 0.2651
21 H 0.2344
22 H 0.2664
23 H 0.2303
24 H 0.2405
25 H 0.2357
26 H 0.2328
27 H 0.2422
28 H 0.2444
29 H 0.4525



Which of them is the most stable? Correct choice: P).



P) An isolated molecule of C3HN3O, computed with ωB97M-V/def2-TZVPD.

```
8
Properties=species:S:1:pos:R:3
C 1.667 0.646 0.617
C 0.307 0.270 0.197
C -0.334 -0.895 -0.317
H -0.015 -1.947 -0.840
N 2.716 1.251 0.557
N -1.624 -0.788 -0.579
N -0.832 1.057 0.345
O -1.884 0.405 0.020
```

spin multiplicity	1
SMILES	N#Cc1cnon1
molecular weight	95.1	g/mol
highest occupied orbital energy	-0.4191	Ha

natural (NBO) charges, unit e, in atom order:
1 C 0.2406
2 C -0.0660
3 C -0.0497
4 H 0.2546
5 N -0.2110
6 N -0.0910
7 N 0.0113
8 O -0.0888



Q) A 2-piece molecular cluster, C3HN3O overall, computed with ωB97M-V/def2-TZVPD.

```
8
Properties=species:S:1:pos:R:3
C 0.487 2.032 -0.751
C 0.115 -0.308 1.239
C -0.168 -1.332 0.414
N 0.825 3.094 -0.926
N 0.265 0.670 1.820
N -0.587 -2.219 -0.203
O -0.960 -2.976 -1.003
H 0.023 1.039 -0.590
```

spin multiplicity	1
SMILES	N#CC#[N+][O-].C#N
molecular weight	95.1	g/mol
highest occupied orbital energy	-0.4166	Ha

natural (NBO) charges, unit e, in atom order:
1 C 0.0735
2 C 0.1605
3 C 0.0365
4 N -0.3042
5 N -0.2001
6 N 0.3104
7 O -0.2972
8 H 0.2206



Which of them is the most stable? Correct choice: P).



P) An isolated molecule of C3HN3O, computed with ωB97M-V/def2-TZVPD.

```
8
Properties=species:S:1:pos:R:3
C -0.609 1.394 -0.122
C -1.360 -1.028 -0.002
C -0.388 0.020 0.024
N -0.753 2.527 -0.136
N -2.071 -1.928 -0.012
N 1.773 0.137 -0.104
O 0.791 -0.612 0.159
H 2.617 -0.509 0.194
```

spin multiplicity	1
molecular weight	95.1	g/mol
highest occupied orbital energy (alpha / beta)	-0.3654 / -0.3825	Ha

natural (NBO) charges, unit e, in atom order:
1 C 0.1842
2 C 0.2056
3 C 0.1203
4 N -0.1951
5 N -0.2402
6 N -0.2114
7 O -0.1735
8 H 0.3100



Q) An isolated molecule of C3HN3O, computed with ωB97M-V/def2-TZVPD.

```
8
Properties=species:S:1:pos:R:3
C -0.813 -1.091 0.603
C 1.032 -0.459 -0.898
C -0.099 0.005 -0.231
N -1.225 -1.890 1.278
N 2.013 -0.740 -1.431
N 0.141 1.427 0.241
O -0.822 1.026 -0.722
H -0.227 1.722 1.161
```

spin multiplicity	1
SMILES	N#CC1(C#N)NO1
molecular weight	95.1	g/mol
highest occupied orbital energy	-0.4190	Ha

natural (NBO) charges, unit e, in atom order:
1 C 0.2268
2 C 0.2087
3 C 0.1903
4 N -0.2377
5 N -0.1944
6 N -0.2594
7 O -0.2988
8 H 0.3645



Which of them is the most stable? Correct choice: Q).



P) A 2-piece molecular cluster, C5H10N2O overall, computed with ωB97M-V/def2-TZVPD.

```
18
Properties=species:S:1:pos:R:3
C 1.869 -1.313 -0.444
C 1.638 -2.431 -1.417
C 1.080 -1.033 0.566
N -1.281 1.382 -1.385
C -1.228 2.086 0.852
C -1.514 1.985 2.144
O -1.164 0.999 -0.014
N 0.356 -1.109 1.546
H 2.816 -0.798 -0.514
H -0.367 1.228 -1.806
H -1.952 0.738 -1.800
H -0.469 -0.514 1.557
H -1.356 3.026 0.328
H 0.657 -2.875 -1.269
H 2.394 -3.208 -1.292
H 1.719 -2.070 -2.443
H -1.373 1.063 2.680
H -1.825 2.842 2.711
```

spin multiplicity	1
SMILES	CC=C=N.C=CON
molecular weight	114.1	g/mol
highest occupied orbital energy	-0.3118	Ha

natural (NBO) charges, unit e, in atom order:
1 C -0.4382
2 C -0.6066
3 C 0.4222
4 N -0.5174
5 C 0.1341
6 C -0.5010
7 O -0.4163
8 N -0.6313
9 H 0.2308
10 H 0.3497
11 H 0.3536
12 H 0.3782
13 H 0.1892
14 H 0.2158
15 H 0.2134
16 H 0.2082
17 H 0.1966
18 H 0.2188



Q) An isolated molecule of C5H10N2O, computed with ωB97M-V/def2-TZVPD.

```
18
Properties=species:S:1:pos:R:3
C -0.492 -1.791 -0.459
C 2.175 -0.044 0.142
N 0.364 1.324 -0.941
C 0.716 0.274 0.017
C -1.303 0.767 0.734
C -0.086 1.539 0.412
O -2.358 0.898 -0.127
N -0.282 -0.658 0.416
H -3.050 0.268 0.108
H -0.399 1.070 -1.564
H -1.583 0.703 1.788
H 0.312 2.344 1.008
H -1.281 -2.419 -0.041
H -0.772 -1.522 -1.489
H 0.425 -2.388 -0.499
H 2.748 0.880 0.117
H 2.492 -0.670 -0.694
H 2.374 -0.574 1.072
```

spin multiplicity	1
SMILES	CN1[C@H](O)[C@@H]2N[C@@]21C
molecular weight	114.1	g/mol
highest occupied orbital energy	-0.3063	Ha

natural (NBO) charges, unit e, in atom order:
1 C -0.4306
2 C -0.6313
3 N -0.6047
4 C 0.2732
5 C 0.2837
6 C -0.1687
7 O -0.6964
8 N -0.4876
9 H 0.4844
10 H 0.3593
11 H 0.1806
12 H 0.2090
13 H 0.1976
14 H 0.1635
15 H 0.2075
16 H 0.2291
17 H 0.2143
18 H 0.2173



Which of them is the most stable? Correct choice: Q).